Molecular formula: C24H70O20
Method: DFT, wB97M-V/def2-TZVPD

```
114
Properties=species:S:1:pos:R:3:mulliken_charge:R:1
C 8.5813 -0.2947 4.7091 -1.16
C 7.0347 -0.3416 4.3459 0.46
C 6.2444 0.9848 4.4881 -1.25
O 7.0708 -0.7410 2.9550 -0.51
H 9.0870 -1.2600 4.6887 0.32
H 8.6616 0.2133 5.6701 0.33
H 9.1338 0.1923 3.9055 0.29
H 6.5337 -1.0584 4.9965 0.28
H 5.2120 0.9894 4.1384 0.31
H 6.7988 1.7232 3.9088 0.31
H 6.3788 1.3688 5.4993 0.35
H 6.9113 -1.6855 2.8912 0.28
C 0.2051 -0.3663 1.2600 -1.50
C -0.9299 -0.4254 0.2753 0.53
C -2.0207 0.5050 0.7028 -1.24
O -0.2677 0.0353 -0.8615 -0.50
H 0.7402 0.5719 1.4069 0.33
H 1.0598 -1.0263 1.1115 0.37
H -0.0404 -0.7682 2.2430 0.39
H -1.2421 -1.4462 0.0551 0.37
H -1.5515 1.4888 0.6956 0.32
H -2.5092 0.2529 1.6441 0.33
H -2.7743 0.6078 -0.0780 0.31
H -0.7726 -0.3418 -1.5858 0.28
O 2.6398 6.5305 1.3558 -0.50
C 3.5520 7.5611 1.0878 -0.38
C 2.9229 8.8419 0.4263 -0.32
O 2.2209 9.5376 1.3549 -0.51
H 2.6445 5.9330 0.6044 0.32
H 4.2852 7.8119 1.8544 0.27
H 4.2144 7.1332 0.3352 0.27
H 2.3193 8.5570 -0.4354 0.22
H 3.5518 9.5955 -0.0477 0.32
H 1.3881 9.1085 1.5645 0.30
O 1.8148 -3.0564 -6.5841 -0.49
C 2.8043 -2.1953 -6.1478 -0.32
C 3.6956 -2.9840 -5.1319 -0.52
O 2.9744 -3.4352 -4.0219 -0.48
H 1.4874 -2.7805 -7.4433 0.30
H 3.5095 -2.1289 -6.9763 0.30
H 2.4753 -1.2389 -5.7415 0.32
H 4.5262 -2.3413 -4.8401 0.28
H 4.0339 -3.8981 -5.6198 0.32
H 2.4738 -2.7000 -3.6607 0.29
O -4.0203 -3.2528 4.2502 -0.53
C -4.7135 -4.4680 3.8857 -0.42
C -4.4324 -5.0286 2.4785 -0.31
O -5.0780 -4.3329 1.4758 -0.50
H -4.1019 -3.0742 5.1899 0.30
H -4.6235 -5.1685 4.7159 0.34
H -5.7889 -4.3034 3.9520 0.27
H -4.7174 -6.0761 2.3812 0.28
H -3.3495 -4.9751 2.3662 0.27
H -5.9757 -4.0895 1.7135 0.30
O 8.0245 1.4056 -0.4907 -0.50
C 7.3591 1.0416 -1.6109 -0.50
C 5.8972 1.5077 -1.5643 -0.23
O 5.2346 1.2136 -2.7276 -0.49
H 7.7098 0.8556 0.2305 0.30
H 7.9367 1.4668 -2.4317 0.32
H 7.4422 -0.0167 -1.8584 0.28
H 5.9776 2.5447 -1.2382 0.25
H 5.3413 0.8943 -0.8553 0.27
H 4.3424 1.5157 -2.5422 0.30
O 1.4223 4.1669 -3.4162 -0.48
C 1.1492 5.1126 -4.3825 -0.22
C 2.0016 4.9481 -5.6848 -0.50
O 3.4259 4.9431 -5.3843 -0.51
H 0.6049 3.6812 -3.2837 0.31
H 0.0811 5.0219 -4.5802 0.34
H 1.3749 6.0940 -3.9653 0.16
H 1.6445 5.6212 -6.4642 0.35
H 1.8873 3.9284 -6.0524 0.28
H 3.4846 4.1483 -4.8491 0.29
O -9.2411 0.5330 3.2385 -0.52
C -8.4527 -0.4591 3.9080 -0.33
C -8.0001 0.1518 5.3114 -0.34
O -8.9007 -0.1923 6.3226 -0.52
H -10.0354 0.7698 3.7229 0.31
H -9.0972 -1.3176 4.0971 0.28
H -7.5337 -0.7758 3.4148 0.26
H -7.9521 1.2378 5.3907 0.27
H -6.9682 -0.0350 5.6088 0.30
H -9.7908 0.0069 6.0231 0.31
O -2.6406 -3.3558 -5.0001 -0.50
C -3.1258 -4.5881 -4.4773 -0.41
C -4.1570 -5.1585 -5.3910 -0.31
O -5.3709 -4.3869 -5.5128 -0.50
H -1.7242 -3.4113 -5.2805 0.28
H -2.2334 -5.1912 -4.3105 0.37
H -3.5975 -4.4598 -3.5031 0.23
H -4.5667 -6.1311 -5.1184 0.30
H -3.7688 -5.3949 -6.3818 0.22
H -5.0614 -3.4912 -5.3597 0.32
O 0.8146 -3.7354 7.2997 -0.49
C 0.0262 -4.8342 7.6607 -0.05
C -0.9223 -4.4511 8.7772 -0.57
O -1.7306 -3.3883 8.4459 -0.51
H 0.4876 -2.8543 7.4955 0.24
H -0.5229 -5.0938 6.7556 0.21
H 0.6861 -5.5800 8.1039 0.27
H -0.5001 -4.1522 9.7367 0.33
H -1.6537 -5.2247 9.0108 0.29
H -1.2991 -2.5355 8.3558 0.28
O -2.9007 1.3875 -5.5066 -0.46
C -3.8754 2.2789 -6.1761 -0.43
C -5.3032 2.2856 -5.5113 -0.37
O -5.8888 1.0231 -5.5751 -0.51
H -3.2444 0.5049 -5.6631 0.28
H -3.4767 3.2669 -5.9461 0.25
H -3.9208 2.0647 -7.2439 0.34
H -5.9871 2.9700 -6.0132 0.31
H -5.1192 2.5718 -4.4758 0.26
H -6.0711 0.7901 -6.4884 0.31
```

Computed properties:
* total charge: 0
* E_HOMO: -9.703 eV
* frontier orbital gap: 9.739 eV
* energy relative to the best compared isomer or geometry (same formula, charge and spin): 5.790 eV
* largest force on an atom: 3.45 eV/Å
* SMILES: CC(C)O.CC(C)O.OCCO.OCCO.OCCO.OCCO.OCCO.OCCO.OCCO.OCCO.OCCO

***

Molecular formula: C24H72N12O12
Method: DFT, wB97M-V/def2-TZVPD

```
120
Properties=species:S:1:pos:R:3:mulliken_charge:R:1
C 1.2314 4.6063 5.3389 -0.88
O 0.9510 4.0014 4.0440 -0.35
C -0.5086 4.1702 3.8221 -1.07
C -0.8456 3.9055 2.4111 1.16
C -0.1300 4.9111 1.5117 -1.52
N -2.2374 3.9586 2.1316 -0.42
H 2.1589 4.1809 5.7882 0.27
H 0.4492 4.3287 6.0833 0.36
H 1.3065 5.6894 5.2738 0.29
H -1.0175 3.4499 4.5018 0.40
H -0.8188 5.1550 4.0796 0.45
H -0.4471 2.9015 2.1468 -0.27
H 0.9567 4.9382 1.7244 0.33
H -0.6243 5.8721 1.7055 0.42
H -0.3258 4.6887 0.4335 0.26
H -2.8191 3.2378 2.6029 0.21
H -2.6703 4.8640 2.3195 0.24
C 1.7021 -3.9811 -0.0353 -0.53
O 2.8019 -3.1858 0.2899 -0.35
C 3.6135 -2.8869 -0.7950 -0.37
C 4.6930 -1.9031 -0.3433 1.18
C 5.4923 -1.5564 -1.6419 -1.48
N 5.7266 -2.2872 0.7060 -0.70
H 1.0017 -3.4244 -0.7008 -0.06
H 1.0916 -4.1439 0.8409 0.29
H 1.8912 -4.9671 -0.5226 0.36
H 3.9698 -3.8325 -1.2572 0.50
H 2.9605 -2.3744 -1.5519 -0.06
H 4.0951 -1.0707 0.0148 -0.46
H 5.9013 -2.5029 -2.0362 0.47
H 6.3133 -0.8597 -1.4813 0.36
H 4.7614 -1.0954 -2.2993 0.25
H 6.1018 -3.1258 0.3631 0.29
H 5.1566 -2.5318 1.5317 0.32
C -1.8561 -7.6250 -0.4516 -0.66
O -2.6928 -6.5270 -0.1033 -0.38
C -2.0497 -5.5580 0.7655 -0.09
C -3.1244 -4.5915 1.2735 -0.04
C -3.9522 -4.0006 0.1471 -1.10
N -2.5510 -3.4731 2.0767 -0.29
H -2.1972 -8.0243 -1.4188 0.25
H -1.9678 -8.4872 0.1783 0.26
H -0.8234 -7.2745 -0.5011 0.25
H -1.5607 -6.0579 1.6092 0.38
H -1.3370 -4.9897 0.1657 0.03
H -3.7715 -5.1037 1.9980 0.35
H -3.2740 -3.5156 -0.5656 0.12
H -4.5656 -3.2015 0.5147 0.25
H -4.5868 -4.7229 -0.3737 0.38
H -2.0485 -3.7543 2.9165 0.35
H -1.8515 -2.9479 1.5737 0.10
C 3.9005 2.0377 -0.5082 -1.04
O 2.6763 1.5396 -0.9753 -0.06
C 2.5237 1.6737 -2.3740 0.38
C 2.2235 3.1273 -2.7385 0.06
C 1.3801 3.8364 -1.6775 -0.80
N 1.6875 3.0964 -4.1116 -0.62
H 3.9335 3.0526 -0.8339 0.58
H 4.7697 1.5826 -0.9408 0.25
H 3.8115 1.9103 0.5618 0.12
H 3.3140 1.2206 -2.9453 0.50
H 1.6300 1.1204 -2.6010 -1.01
H 3.2141 3.6526 -2.7706 0.28
H 1.9762 4.0967 -0.7849 0.36
H 0.5567 3.1899 -1.2838 -0.08
H 0.9483 4.7621 -2.0769 0.43
H 0.7214 2.6698 -4.0658 0.15
H 1.5932 4.0505 -4.4639 0.34
N -0.9443 -0.0374 -1.2739 0.86
C -0.3108 -0.8923 -0.4932 -0.47
N 1.0668 -0.7738 -0.3812 1.71
O -0.9743 -1.6792 0.1609 -0.80
H -0.4829 0.6290 -1.8268 -0.35
H -1.9292 -0.2051 -1.2932 -0.01
H 1.6024 -0.1549 -0.9886 -0.90
H 1.4993 -1.2050 0.3810 -0.06
N -4.2807 2.1519 -0.0189 -0.29
C -4.6239 0.8900 -0.3060 0.67
N -5.2845 0.2460 0.6235 -0.55
O -4.3495 0.4170 -1.4192 -0.71
H -3.7145 2.6003 -0.7633 0.18
H -4.2178 2.4933 0.9312 0.22
H -5.2234 -0.7796 0.6826 0.28
H -5.1941 0.7494 1.5695 0.23
N -2.1953 4.0196 -4.8993 -0.44
C -2.5541 3.4165 -3.6741 0.56
N -2.7844 2.0241 -3.8535 -0.21
O -2.6524 3.9734 -2.6126 -0.57
H -1.9531 3.4230 -5.7243 0.17
H -2.0935 5.0185 -4.9819 0.23
H -3.2564 1.6193 -3.0887 0.04
H -3.1334 1.7918 -4.7678 0.24
N -3.6517 -0.9640 3.7075 -0.50
C -3.2336 0.1717 3.0303 0.43
N -1.9888 0.0888 2.3833 0.14
O -3.8801 1.2018 2.9594 -0.75
H -3.4077 -1.9294 3.4323 0.25
H -4.5803 -1.0089 4.0621 0.27
H -1.9001 0.5883 1.5154 0.02
H -1.7219 -0.8707 2.3731 0.10
O 3.8728 -0.7235 3.2239 -0.46
C 2.7374 -0.5536 4.0719 -0.50
C 1.9367 0.6474 3.6319 0.26
O 2.8457 1.7863 3.6642 -0.59
H 4.2272 0.1687 3.0542 0.32
H 2.1955 -1.5378 3.9180 0.23
H 3.1623 -0.5241 5.1315 0.28
H 1.0622 0.8030 4.2701 0.36
H 1.6036 0.5166 2.5997 -0.12
H 2.2758 2.5615 3.7903 0.32
O 1.0686 -0.7816 -3.9178 -0.29
C 0.4276 -1.9902 -4.1160 -0.30
C -1.0603 -1.7377 -4.4409 0.05
O -1.1533 -0.9535 -5.6532 -0.51
H 0.7831 -0.2239 -4.6063 0.35
H 0.9319 -2.5936 -4.9279 0.29
H 0.4462 -2.5096 -3.1745 -0.06
H -1.3336 -1.1446 -3.5489 -0.16
H -1.6608 -2.6612 -4.3668 0.34
H -0.5531 -1.4567 -6.2635 0.34
```

Computed properties:
* total charge: 0
* E_HOMO: -9.199 eV
* frontier orbital gap: 9.705 eV
* energy relative to the best compared isomer or geometry (same formula, charge and spin): 5.887 eV
* largest force on an atom: 4.63 eV/Å
* SMILES: COC[C@H](C)N.COC[C@H](C)N.COC[C@H](C)N.COC[C@H](C)N.NC(N)=O.NC(N)=O.NC(N)=O.NC(N)=O.OCCO.OCCO